The following is a quantum chemistry calculation of a 16-piece molecular cluster, C87H219N13O29 overall at a distorted geometry, from the Open Molecules 2025 dataset.

Computed properties:
charge = 0
HOMO = -8.311 eV
relative energy (zero: lowest compared OMol25 entry of this formula, charge and spin) = 10.5 kcal per mole

Element x y z (Å)
1 C -3.82580 -3.12503 1.61711
2 C 0.35166 -3.35017 4.86635
3 C -2.88527 0.16798 -1.48656
4 O -3.13734 -5.30428 -2.27736
5 H -0.35013 3.42809 5.39634
6 C 5.33079 0.96597 5.26716
7 H -2.93094 1.10844 3.24092
8 N -2.06999 -4.76868 2.07434
9 H 7.16630 -1.84451 -2.23544
10 H -8.67086 4.09444 -2.58932
11 O 2.00865 0.20946 -0.18818
12 H -4.12482 -2.32149 0.94405
13 C 1.12698 1.61758 4.37343
14 C 9.13104 4.93928 -0.20870
15 C -0.18383 -0.59141 0.94778
16 H -3.95442 3.57457 3.87422
17 H 10.06726 4.47100 -0.51250
18 H 9.02328 4.81640 0.86898
19 C -1.43355 -1.84906 4.66058
20 H -7.58101 1.06127 -6.36886
21 H 5.28399 1.60286 4.38382
22 H -1.07136 -8.34159 4.33031
23 H 3.46614 -6.78751 -1.79919
24 O 1.04302 4.23578 -0.46790
25 H -7.55057 2.05252 4.06200
26 H -2.20556 -2.61628 4.71950
27 C -0.83273 -8.71951 3.33616
28 N 5.29496 3.01277 6.72256
29 C -7.07360 1.22037 3.54418
30 H -6.98739 3.48261 0.47291
31 H -2.71092 -4.15471 0.15109
32 H -1.06078 4.85063 -6.41576
33 H -3.92773 0.36040 5.33770
34 H -3.58852 -2.73458 2.60673
35 H -1.40739 0.25837 5.06544
36 H 11.19300 2.33037 1.03142
37 C -0.64388 4.15944 -5.68326
38 H -0.05338 3.44537 -2.08632
39 H 7.27764 3.15747 1.92908
40 H 7.83266 2.14406 -5.16724
41 O -1.79083 1.14501 -6.96871
42 H -0.31962 -4.65563 -2.24068
43 H -0.73749 -0.30625 1.84234
44 C -0.41896 -6.55895 2.54704
45 C 7.26651 1.25658 -4.88445
46 H 1.23801 1.47092 5.44779
47 H -2.77201 -5.44390 2.34146
48 O -8.97733 -0.62613 0.67725
49 H -9.07191 1.31524 1.12273
50 H 5.06889 5.13205 10.81391
51 C -10.64144 0.30348 5.54611
52 O -3.75742 1.30336 -1.58166
53 H -7.28587 1.32125 2.47982
54 H -2.51275 -2.74995 -3.26143
55 H -1.02536 4.84220 -0.47751
56 H -1.69799 -3.02121 1.07142
57 C -4.10681 4.67644 2.05470
58 C 0.91949 -0.00030 -3.76164
59 H 1.45855 5.57340 -6.70945
60 H 6.62744 -3.36282 -1.51105
61 H -10.04478 0.81399 -0.26540
62 H -7.66730 5.56097 -2.41042
63 H 3.58071 -3.76983 4.31377
64 H -1.73086 3.19620 4.30751
65 O 1.71183 0.27903 -4.93261
66 O 0.41289 4.84827 -5.00626
67 H 3.37184 -4.19800 -4.68431
68 H 5.89016 -2.84886 -3.90519
69 H 1.58932 -0.28059 -2.94870
70 C 4.05545 2.91221 7.53997
71 H -11.38195 1.43758 1.74767
72 C 10.88235 1.83086 1.94907
73 C 4.09468 2.65105 -0.46163
74 H -0.06850 -4.67171 1.61436
75 H -4.88978 5.28481 1.60199
76 H -3.00224 -0.52002 2.70152
77 H -12.31956 0.37311 8.37689
78 O 4.59183 3.58111 -1.45225
79 C 6.02297 -7.69013 -1.64652
80 H 2.79579 -7.81773 0.85529
81 H -4.02388 -2.85812 -1.37290
82 H 8.50115 5.03396 -2.75910
83 H 1.05855 5.78999 1.59413
84 C 4.68927 4.97304 -1.09909
85 H -0.24458 -0.46918 -1.02396
86 H 0.09477 -1.62185 1.16845
87 H 3.74992 -0.63278 3.91836
88 C 5.04440 2.52196 0.66691
89 H 4.51539 -8.96841 -1.04688
90 O -6.89403 3.78355 -1.54980
91 H 0.74041 1.39671 0.89947
92 H -3.53239 -3.10343 -4.66156
93 N 6.42476 2.20065 0.25171
94 C -7.10050 4.31032 -3.96474
95 H 0.77473 -4.87294 -0.86729
96 H -2.31349 0.79604 0.50462
97 H -11.20563 1.55660 7.80894
98 H -2.91267 7.10922 0.31998
99 H -1.53422 7.78070 -0.39882
100 C 0.03564 5.54776 1.30589
101 H -1.32749 -9.67167 3.14457
102 H -2.22429 -4.14050 -4.38896
103 H -11.59111 -0.98271 4.14562
104 C -3.58136 5.66127 -2.00239
105 H 1.25291 -4.53456 -4.03251
106 H 3.82555 5.14021 -0.45554
107 H 11.13740 0.77132 1.96964
108 H -1.21463 -1.68628 3.60527
109 C -6.10005 -3.61462 2.25966
110 H 1.80312 -6.97990 -0.36671
111 H -1.44314 3.06829 -3.95917
112 O 9.54121 2.01693 2.27961
113 C -11.22492 0.04345 4.11421
114 C 8.71258 1.60465 1.18986
115 O 2.24880 -8.97629 -0.77456
116 H 5.13212 1.69850 -7.34837
117 H 9.13902 5.98299 -0.52287
118 C -4.71344 4.16138 3.35688
119 C 7.08843 -8.76026 -1.47459
120 C 1.93207 -4.34094 -3.20224
121 C -6.18208 -0.98766 -5.69278
122 C 4.06738 -5.06975 2.67792
123 C 1.04557 -9.49360 -0.20866
124 H -0.48764 -1.56644 -3.08690
125 H 6.73926 2.90895 -0.39599
126 H 9.14634 2.02742 0.28364
127 H -0.58762 6.41009 1.54261
128 H -0.33598 3.22334 -6.14911
129 H 5.58905 5.10763 -0.49877
130 H -1.82537 2.27546 -8.64750
131 O -6.02257 0.34732 -5.27225
132 C -0.27331 4.52983 3.50581
133 H -7.17831 -1.24795 0.01288
134 H 3.04840 -3.24242 2.12902
135 H 6.32484 2.08067 -3.07184
136 C -3.31345 4.53821 -2.97749
137 H 6.48475 -6.77103 -1.28581
138 H -6.55414 2.38748 -3.77315
139 H -2.20273 5.12469 2.01578
140 C -2.52779 -3.72503 1.13594
141 C -7.65207 4.47924 -2.54358
142 H -3.41578 -0.76019 -1.27403
143 C 2.73805 -1.00586 -0.26567
144 C 6.10925 1.42978 -6.94699
145 H -5.36561 3.10983 -5.80119
146 H 3.93372 1.67147 -0.91177
147 C -0.02026 5.16847 -0.21026
148 H -5.08033 -4.22575 -1.14194
149 N -7.04660 2.93863 -4.46149
150 H 7.95830 -8.64708 -2.12160
151 H -5.41539 0.33491 -2.29553
152 C 8.94099 2.94534 -2.71630
153 O 4.11350 0.47576 5.72881
154 H 1.15287 -3.68779 5.52375
155 H 4.87200 -5.68422 2.27406
156 O -5.67425 1.20366 3.82738
157 H -5.96028 1.26765 -7.15229
158 H -0.37876 -4.13160 4.65673
159 C -2.39130 1.43728 -8.24096
160 H -3.22296 2.77696 1.59830
161 H -2.32423 -0.05472 -2.39416
162 H -4.09152 5.24702 -1.13277
163 H 0.35390 0.81947 -3.31870
164 C -9.77639 0.56601 0.76152
165 H -3.16932 8.09812 -1.11314
166 H 5.92990 1.26132 7.39085
167 O -1.18873 -7.74353 2.38498
168 H 5.80811 -7.48831 -2.69590
169 C 0.36960 -4.14385 -1.56900
170 N 4.25244 -3.62442 -2.76792
171 H -2.79717 3.72063 -2.47437
172 C -2.96379 -3.55135 -3.84660
173 H -0.49495 -6.24737 3.58879
174 H 1.69973 2.92823 -1.92071
175 H 3.33664 -1.14924 0.63391
176 O 1.38786 -3.47946 -2.23250
177 C 7.27321 2.17011 1.46735
178 N -2.47596 4.95508 -4.08816
179 H 4.43792 -1.48015 5.22676
180 O -2.36696 6.31805 -1.59465
181 H -3.70003 -5.80546 -1.68255
182 H -0.95485 5.31480 3.83355
183 C 6.57226 -1.44880 0.23938
184 H 6.57222 0.61342 -7.50134
185 H -1.61847 0.84189 -4.51106
186 H 0.84898 -3.14500 3.91836
187 H 2.95637 1.91453 -5.58620
188 H 3.22187 -6.55123 3.55621
189 H -10.53352 0.11887 8.38201
190 C 3.52400 4.28745 7.98746
191 H 6.23581 -9.57757 -3.85465
192 H 2.37916 -5.27193 -2.85369
193 H -6.72882 -4.50497 2.25315
194 H -4.93491 4.93741 4.08957
195 H -7.76152 4.87060 -4.62598
196 C 3.70426 -0.70512 5.00500
197 H 3.07867 2.95637 -0.21142
198 H 7.40694 -10.79566 -3.52737
199 H -5.50788 -1.20254 -6.52186
200 H -9.71416 -0.16897 5.87023
201 H 7.27469 -0.69520 -0.11669
202 H 1.95170 2.32047 4.25562
203 H 8.00822 1.49179 -1.64700
204 H 0.23572 -8.92790 3.28064
205 H 7.15993 -2.27090 0.64791
206 H 7.52283 -8.86621 -0.48052
207 O 7.99530 4.30427 -0.85017
208 O -3.02229 5.46958 2.37769
209 N -0.94709 -0.63976 -0.31864
210 H 0.32715 -8.81446 0.25042
211 H -5.35550 2.06313 -2.66783
212 H -4.68590 -4.87281 -3.54607
213 H -2.66026 -0.53247 -4.26259
214 H -11.63340 -0.30460 1.50652
215 H -5.44026 -2.99377 -2.37648
216 H 1.84762 2.26524 -4.25648
217 O -11.61014 -0.03237 6.52165
218 H 2.07282 -1.86201 -0.37774
219 H -10.29313 1.33463 5.60538
220 O -0.09946 2.10141 3.80932
221 C -0.64720 3.30359 4.35502
222 C 0.96593 3.72835 -1.82358
223 C -3.94936 -4.35466 -2.93196
224 C -0.82102 -5.46003 1.63350
225 H -2.27152 0.57164 -8.89244
226 H 5.14865 -3.63764 3.75846
227 C 7.05584 1.33501 -3.38443
228 H -6.53764 -2.86305 1.60258
229 H 7.11225 3.96669 -2.66094
230 H 2.67545 -0.88627 5.31618
231 N 8.28601 1.59842 -2.61218
232 H -5.02612 0.78863 1.97361
233 C -4.64935 -3.57595 -1.90358
234 N -0.82207 -1.10535 -5.16128
235 H 5.32987 3.55380 10.06861
236 H 3.32282 1.32055 -3.95587
237 O -0.26553 -2.17298 5.38699
238 H 3.41379 -1.05745 -1.11938
239 O 6.67643 -10.07943 -1.78671
240 H 4.79192 -5.08580 4.68476
241 C -4.75492 1.15949 -2.56377
242 H 1.62958 0.31792 1.84422
243 C 3.17544 -3.65138 -3.76195
244 H 6.03843 3.53167 7.16764
245 C -1.81389 0.51204 -0.42157
246 H 2.93711 -2.65631 -4.13763
247 C 5.95521 1.75762 6.42072
248 C 6.29182 -2.40035 -1.89719
249 H -7.53269 0.30623 3.92060
250 N -0.35486 4.31175 2.05564
251 H -2.15672 -0.69049 6.32150
252 H 6.05591 0.16863 5.10423
253 C 2.52227 1.51535 -4.66951
254 H 3.78475 -3.31131 -1.92927
255 H 4.66029 5.54038 -2.02935
256 H 0.75840 4.79801 3.73329
257 H 6.76491 1.62984 2.26600
258 H 0.20807 3.57740 1.65074
259 C -2.61160 0.25711 -6.18523
260 H -7.97457 4.79800 0.06030
261 H -2.91930 -0.64240 -6.71843
262 H -4.23795 4.08015 -3.32903
263 C 6.46522 -10.38672 -3.16128
264 C 3.52575 -4.07423 1.61100
265 H 3.55367 4.94391 7.11782
266 C -6.52746 1.29910 -6.22201
267 H 6.97368 2.02675 6.14074
268 H -5.46259 -0.60911 3.03335
269 H 11.50178 2.31134 2.70640
270 H 9.31222 3.05256 -3.73551
271 H -2.38597 3.18729 -5.40670
272 H 3.26397 2.35363 7.04030
273 C -3.47098 0.17481 3.39837
274 H -4.40623 0.92717 -3.57003
275 O -4.82689 -4.13637 1.72932
276 H 6.07520 -0.89909 1.03866
277 H 2.80635 -4.59610 0.97995
278 C -2.50614 7.36166 -0.65936
279 H 9.78580 2.99335 -2.02921
280 C -6.40050 2.77245 -5.74409
281 H 8.60921 0.51957 1.18554
282 N -10.25113 0.21728 3.03513
283 H -3.54210 0.74834 -5.90069
284 H -5.87507 -1.68157 -4.91026
285 H 2.05520 4.12461 -5.94785
286 C 0.04881 -1.26111 -3.98529
287 C 4.61932 4.37378 10.17280
288 H 5.02038 3.36485 1.35760
289 H -8.46573 3.11960 -0.52651
290 H 1.28524 -10.18667 0.59775
291 H 4.71595 1.65291 1.23698
292 C 1.58456 5.08611 -5.74262
293 C -11.39125 0.48254 7.81620
294 C -7.66101 3.82325 -0.31341
295 H -3.44174 1.72601 -8.27726
296 H -9.56478 -0.51939 2.95548
297 H -1.23076 1.35884 -0.78350
298 H 1.19586 4.51778 -2.53914
299 C 1.10509 0.36957 0.89011
300 C -10.90164 0.45935 1.76919
301 H 2.45448 4.27201 8.19718
302 C -1.91904 -0.11279 -4.94272
303 H 0.73552 -2.09015 -4.15620
304 C -3.74655 3.58720 1.09089
305 H -6.12068 4.78573 -4.00991
306 O 4.32580 4.99979 8.97896
307 H -6.90832 3.37325 -6.49857
308 H 6.59370 0.38253 -3.12499
309 H 3.70117 3.95139 10.58109
310 N 4.87604 -8.05272 -0.81988
311 H 4.12591 2.26492 8.41413
312 H -0.19639 -3.46145 -0.93489
313 H -7.40800 0.49728 -0.27018
314 H 0.46980 -10.07833 -0.92608
315 H 4.14669 -6.27325 -0.20335
316 C 3.79557 -7.10751 -0.81066
317 H 2.23604 5.68014 -5.10168
318 H -1.75893 5.52649 -3.66453
319 C -7.90667 -0.47054 -0.21778
320 O 5.58090 -1.88620 -0.74824
321 H 6.73317 2.29346 -7.17694
322 H 4.86245 -1.59397 -3.33958
323 C -4.95149 0.35150 2.96933
324 N -3.44478 -0.29876 4.74410
325 C -1.77168 3.77314 -4.72295
326 H -12.09332 0.69079 3.99202
327 C -2.07089 -0.58869 5.23966
328 H -8.17122 -0.64492 -1.26071
329 H -3.04812 3.94461 0.33421
330 H -4.27108 6.41111 -2.38985
331 H -7.21300 -1.27504 -5.89947
332 H -5.59868 3.56873 3.12619
333 H 4.38756 -3.63893 1.10514
334 H 0.63386 -6.76539 2.35455
335 H -0.17469 -0.61500 -5.76173
336 C 8.11556 4.13875 -2.27123
337 O 2.94323 -5.86021 2.95085
338 H 1.43985 0.68075 3.91240
339 H -0.96571 -5.88337 0.63954
340 C 5.28304 -2.55649 -3.04844
341 H 0.11925 6.03650 -0.85459
342 O 6.02535 1.29070 -5.54559
343 H 5.66479 -11.11027 -3.31585
344 H 7.86550 0.41355 -5.22886
345 C 4.38949 -4.39824 3.94084
346 C 2.59206 -7.71564 -0.21062
347 H -4.67578 3.19871 0.67410
348 H -6.08719 -3.30198 3.30378

Atom charges from the Mulliken analysis, given in e for atoms 1 to 4: -0.529, -0.394, 1.545, -0.568